DFT (ωB97M-V with the def2-TZVPD basis set) results for a molecular structure, C20H45CuNO8PSSi.

Geometry as XYZ:
```
78
Properties=species:S:1:pos:R:3
C 3.120 -1.100 -2.355
H 3.588 4.699 -3.221
H 2.026 -6.916 -1.051
H -0.193 -5.771 -3.889
H 2.300 4.282 0.306
C 4.663 -0.458 -0.467
H -2.049 -4.265 3.209
H 2.197 0.003 4.099
C 3.288 3.499 -1.458
O 2.886 2.116 -1.236
C 0.486 -5.654 -1.847
H 3.947 2.981 -3.443
H 1.591 -5.565 0.008
H -0.822 -1.110 1.555
C 1.866 2.650 3.316
H 4.782 0.530 -0.908
C 3.333 -1.080 -0.853
C -0.715 -3.257 1.865
H 3.155 -0.089 -2.759
C -1.480 -1.945 1.816
C 2.832 1.596 2.799
C 1.747 -5.862 -1.029
H 5.037 4.694 -1.065
P -0.801 -3.453 -0.859
C 4.207 1.758 3.425
H 1.047 -4.089 2.784
C 2.294 0.191 3.030
H 1.307 0.074 2.575
C 0.475 -3.161 2.801
C -0.677 -6.462 -1.299
H 2.264 3.531 -3.355
H -1.890 -1.735 2.804
O -2.225 -3.830 -0.900
C -1.619 -4.424 2.220
H -1.045 -5.351 2.245
H 3.932 -3.122 -0.624
H 2.571 -5.281 -1.445
N -2.303 -1.249 -2.242
O -0.643 -1.951 -1.355
H 4.149 1.628 4.506
H -2.311 -1.998 1.112
C 0.716 -5.947 -3.316
H 1.131 -2.339 2.509
O 0.184 -4.197 -1.813
H 5.384 2.991 -1.384
Cu 0.355 -0.517 -0.615
H -0.848 -6.254 -0.242
H 2.194 -2.878 -0.467
H 2.157 -1.558 -2.602
H 1.511 -5.316 -3.712
H 1.285 4.257 -1.156
O -0.100 -3.535 0.548
H 3.898 -1.696 -2.833
O 2.252 -0.242 -0.269
H 2.972 -0.555 2.611
Si 2.216 1.424 0.052
H 1.745 2.550 4.396
H 0.131 -2.985 3.820
C 3.168 -2.450 -0.232
H 3.276 -2.399 0.852
H 2.250 3.648 3.106
H 1.007 -6.990 -3.440
C 4.689 3.675 -0.894
H 4.602 2.752 3.217
H 2.560 5.468 -0.971
H 0.886 2.542 2.850
H 5.470 -1.096 -0.829
H -1.595 -6.256 -1.846
H 4.753 -0.376 0.617
H -2.427 -4.521 1.497
H 4.900 1.018 3.023
H -0.441 -7.521 -1.398
H 4.699 3.478 0.178
C 2.294 4.428 -0.777
C 3.270 3.689 -2.964
O 3.028 1.821 1.379
S 0.102 1.508 0.152
O -3.070 -2.000 -2.329
```

Its charge is +1. The spin multiplicity is 2. Its expectation value of S² is 0.7549. As for the HOMO energy (alpha / beta): -12.07 / -11.94 eV. The value obtained for the HOMO-LUMO gap (alpha / beta) is 6.566 / 6.428 eV. As for the relative energy (zero: lowest compared OMol25 entry of this formula, charge and spin): 9.15 kcal/mol. The value obtained for the molar mass is 582.3 g/mol.